(1)
ORCA calculation (ωB97M-V/def2-TZVPD) on a 4-piece molecular cluster, C20H42BO12 overall at a distorted geometry.

Cartesian coordinates (Å):
O (-2.07, -4.88, -4.17)
O (3.05, -1.52, 3.11)
O (-2.77, 3.83, 2.20)
O (3.07, 3.29, 0.88)
O (0.05, -1.54, 0.09)
O (-2.34, -3.88, -2.16)
O (5.10, -2.15, 2.37)
O (1.80, 4.30, -0.54)
O (3.92, 3.84, -1.14)
O (-4.23, -0.05, -1.45)
O (4.77, -1.14, 4.37)
O (-4.09, -4.22, -3.38)
C (4.33, 2.74, 1.27)
C (3.02, 3.81, -0.35)
C (-2.76, -4.37, -3.32)
C (-2.41, 1.74, -1.04)
C (1.61, 4.97, -1.79)
C (4.37, -1.65, 3.20)
C (-2.12, 2.80, 2.93)
C (2.44, -2.05, 1.92)
C (6.16, -1.29, 4.63)
C (-4.86, -6.23, -4.50)
C (-4.71, -4.73, -4.56)
C (0.08, -0.29, -0.76)
C (-0.82, -0.52, 0.49)
C (-2.34, -0.74, 0.17)
C (2.31, -3.56, 2.00)
C (-2.02, 4.15, 1.03)
C (-2.93, 4.05, -0.20)
C (-0.95, -4.05, -1.91)
C (-3.49, 2.60, -0.35)
C (5.31, 3.83, 1.67)
B (-2.76, 0.13, -1.17)
H (5.56, 4.46, 0.82)
H (-0.57, 0.05, 1.38)
H (-3.89, -6.73, -4.49)
H (-4.43, 2.65, -0.91)
H (-2.86, -0.44, 1.10)
H (-0.35, -3.67, -2.73)
H (1.91, 4.33, -2.62)
H (4.13, 2.10, 2.13)
H (2.99, -1.74, 1.03)
H (-4.15, -4.42, -5.45)
H (1.45, -1.61, 1.85)
H (-2.83, 2.41, 3.67)
H (0.55, 5.19, -1.88)
H (-0.17, -0.78, -1.68)
H (-0.73, -5.11, -1.73)
H (-1.45, 1.95, -0.54)
H (-1.17, 3.48, 0.88)
H (4.73, 2.11, 0.48)
H (4.88, 4.47, 2.44)
H (6.39, -0.72, 5.53)
H (6.40, -2.34, 4.81)
H (1.76, -3.93, 1.13)
H (-3.71, 4.82, -0.22)
H (1.78, -3.85, 2.91)
H (-2.38, -1.82, -0.04)
H (-1.59, 5.16, 1.10)
H (-5.43, -6.60, -5.36)
H (6.76, -0.90, 3.81)
H (3.29, -4.04, 2.02)
H (2.17, 5.90, -1.80)
H (-1.86, 1.94, 2.29)
H (-2.19, -0.38, -2.13)
H (6.23, 3.39, 2.05)
H (-2.27, 4.19, -1.07)
H (-1.23, 3.21, 3.42)
H (-5.69, -4.26, -4.61)
H (-5.39, -6.53, -3.59)
H (-3.68, 2.16, 0.64)
H (-0.70, -3.49, -1.01)
H (-2.31, 2.12, -2.07)
H (1.04, 0.14, -0.50)
H (-4.72, -0.11, -0.62)

- ΔE to the lowest compared entry with this formula, charge and spin: 0.00 kJ/mol
- LUMO level: 2.234 eV
- Orbital gap: 6.60 eV
- Net charge: -1
- E_HOMO: -0.160 Eh

***

(2)
ORCA calculation (ωB97M-V/def2-TZVPD) on C20H42Br2O30P2S8Si2 as an isolated structure at a distorted geometry.

Cartesian coordinates (Å):
Br (4.16, 6.30, 4.09)
Br (1.32, 7.41, 2.43)
S (-4.40, 1.01, -3.77)
S (-3.67, 6.27, 0.42)
S (-11.10, -0.03, -3.78)
S (9.30, -2.55, 1.39)
S (10.89, -8.53, 1.79)
S (-5.67, -6.10, -3.06)
S (-1.86, 2.51, -1.37)
S (5.25, -2.28, 1.41)
P (3.28, -0.49, 4.56)
P (5.55, -0.39, 1.86)
Si (3.01, 3.03, 3.94)
Si (3.66, 0.51, 2.64)
O (11.52, -7.96, 3.17)
O (-3.64, 0.74, -2.58)
O (-12.21, -0.32, -4.64)
O (-2.79, 3.66, -2.05)
O (-3.79, 1.36, -5.03)
O (-2.10, 1.27, -2.04)
O (9.56, -2.35, 2.79)
O (-0.42, 3.10, -1.85)
O (-5.30, -4.69, -2.35)
O (-4.57, -7.01, -2.87)
O (3.96, 2.22, 2.73)
O (-7.03, -6.43, -2.71)
O (10.89, -7.47, 0.82)
O (8.79, -1.51, 0.53)
O (10.63, -3.17, 0.70)
O (-3.54, 7.89, 0.53)
O (-4.13, 5.99, 1.95)
O (8.34, -3.85, 1.23)
O (1.88, -0.15, 5.21)
O (-4.79, 5.97, -0.44)
O (-5.53, 2.13, -3.42)
O (-5.65, -5.58, -4.60)
O (-9.79, -0.58, -3.97)
O (-1.95, 2.66, 0.06)
O (-5.42, -0.24, -4.03)
O (9.73, -9.31, 2.10)
O (-11.56, -0.31, -2.25)
O (12.10, -9.56, 1.42)
O (-10.97, 1.59, -3.66)
O (-2.36, 5.72, 0.22)
C (-4.92, -3.74, -3.34)
C (-6.83, 1.60, -3.69)
C (2.29, -0.02, 1.40)
C (-3.99, 7.18, 2.72)
C (-0.63, 4.15, -2.79)
C (1.59, 5.47, 2.88)
C (13.24, -9.24, 2.22)
C (0.38, 4.47, 2.40)
C (0.99, 0.94, 1.36)
C (-5.67, -4.15, -4.60)
C (-0.12, 0.78, 2.30)
C (-1.98, 4.76, -2.43)
C (10.44, -4.57, 0.49)
C (-11.61, 2.03, -2.47)
C (-6.71, 0.09, -3.51)
C (8.94, -4.75, 0.30)
C (-4.18, 8.32, 1.73)
C (12.67, -8.73, 3.54)
C (2.76, 4.93, 3.56)
C (-11.43, 0.88, -1.48)
H (-0.39, 5.03, 1.72)
H (0.18, 4.88, -2.73)
H (-5.18, -2.73, -3.02)
H (13.38, -8.11, 4.08)
H (-3.74, 9.26, 2.08)
H (11.00, -4.90, -0.39)
H (13.81, -8.46, 1.71)
H (5.87, 0.38, 0.67)
H (3.22, -1.92, 4.27)
H (6.54, -0.19, 2.89)
H (-2.42, 5.31, -3.27)
H (1.94, -1.09, 1.72)
H (-11.18, 2.96, -2.11)
H (-12.17, 0.91, -0.68)
H (1.69, 2.41, 4.12)
H (13.87, -10.12, 2.36)
H (-6.72, -0.18, -2.45)
H (-1.89, 5.43, -1.57)
H (-5.24, 8.48, 1.50)
H (-4.73, 7.21, 3.52)
H (2.77, -0.01, 0.34)
H (8.62, -5.78, 0.50)
H (-0.12, 3.95, 3.31)
H (-6.72, -3.83, -4.56)
H (-2.98, 7.20, 3.15)
H (0.91, 3.70, 1.68)
H (-7.49, -0.46, -4.03)
H (8.63, -4.46, -0.71)
H (12.34, -9.55, 4.17)
H (10.79, -5.11, 1.37)
H (-5.21, -3.77, -5.51)
H (-3.84, -3.81, -3.49)
H (-1.08, 0.24, 1.90)
H (0.96, 1.78, 0.53)
H (-0.65, 3.71, -3.80)
H (-7.57, 2.04, -3.02)
H (-7.08, 1.85, -4.73)
H (-10.42, 0.90, -1.04)
H (3.77, 3.01, 5.21)
H (4.38, -0.36, 5.51)
H (0.02, 1.14, 3.39)
H (-12.67, 2.18, -2.70)

- LUMO level: -0.361 eV
- Orbital gap: 6.87 eV
- Net charge: 0
- E_HOMO: -0.266 Eh

***

(3)
ORCA calculation (ωB97M-V/def2-TZVPD) on a 7-piece molecular cluster, C20H42Cl12N3O4 overall at a distorted geometry.

Cartesian coordinates (Å):
Cl (-0.70, 0.48, 2.88)
Cl (-4.43, -2.44, -3.44)
Cl (8.26, 11.18, -1.15)
Cl (6.94, 8.13, -1.93)
Cl (4.97, 7.77, 1.52)
Cl (-5.93, 0.44, -0.57)
Cl (-3.76, 1.03, 4.31)
Cl (-4.51, 3.35, 0.38)
Cl (2.66, 0.56, -0.90)
Cl (3.33, 4.77, 1.42)
Cl (5.89, 1.50, -0.33)
Cl (-5.77, -5.44, -4.31)
O (0.00, -2.43, -0.31)
O (-3.82, -1.93, 1.08)
O (-3.57, -6.63, 0.71)
O (3.50, -3.32, 0.41)
N (-2.88, -5.18, -1.61)
N (-2.15, -3.45, 0.05)
N (-3.00, -5.38, 0.85)
C (-0.72, -3.43, 0.39)
C (6.61, 10.84, -1.75)
C (4.25, -4.35, 1.06)
C (5.63, 6.20, 0.99)
C (-6.64, -4.03, -3.67)
C (6.08, 9.53, -1.24)
C (3.67, 0.13, 0.50)
C (-3.02, -3.09, 1.20)
C (2.12, -3.35, 0.73)
C (5.01, -5.18, -0.06)
C (-3.96, -4.37, 1.41)
C (-6.04, -2.72, -4.15)
C (4.59, 5.35, 0.29)
C (4.61, 1.25, 0.89)
C (-3.05, 1.89, 2.91)
C (-6.14, 3.15, -0.30)
C (-2.68, -4.71, -0.39)
C (-6.76, 1.84, 0.13)
C (-2.20, 0.98, 2.05)
C (1.36, -2.81, -0.55)
H (1.74, -4.39, 0.97)
H (5.07, 4.46, -0.13)
H (-6.75, 3.98, 0.05)
H (1.84, -2.69, 1.61)
H (-4.31, -1.82, 1.90)
H (-2.60, -6.10, -1.93)
H (4.20, -0.79, 0.27)
H (-7.67, -4.11, -4.02)
H (-1.90, 1.50, 1.14)
H (-3.41, -4.60, -2.28)
H (-7.80, 1.80, -0.19)
H (5.11, 1.00, 1.82)
H (4.10, 5.89, -0.51)
H (5.05, -3.92, 1.73)
H (-2.74, 0.08, 1.76)
H (-6.74, 1.73, 1.22)
H (-2.48, 2.74, 3.28)
H (-2.51, -2.95, 2.19)
H (6.45, 6.42, 0.30)
H (-0.30, -4.44, 0.12)
H (-6.64, -4.09, -2.58)
H (6.14, 9.46, -0.16)
H (1.50, -3.57, -1.36)
H (2.98, -0.08, 1.33)
H (1.92, -1.89, -0.86)
H (-5.94, -2.70, -5.23)
H (5.98, 11.66, -1.41)
H (3.63, -5.04, 1.69)
H (4.08, 2.19, 1.02)
H (4.36, -5.17, -0.97)
H (5.03, 9.42, -1.53)
H (-4.70, -4.28, 0.56)
H (5.99, -4.70, -0.26)
H (-3.89, 2.27, 2.31)
H (5.18, -6.23, 0.28)
H (-4.37, -4.56, 2.43)
H (-6.67, -1.89, -3.84)
H (-0.53, -3.29, 1.49)
H (6.05, 5.70, 1.86)
H (-6.06, 3.22, -1.39)
H (6.65, 10.87, -2.84)
H (-2.80, -7.23, 0.67)

- LUMO level: -4.798 eV
- Orbital gap: 6.85 eV
- Net charge: +1
- E_HOMO: -0.428 Eh

***

(4)
ORCA calculation (ωB97M-V/def2-TZVPD) on C20H42EuN4O2S7 as an isolated structure at a distorted geometry.

Cartesian coordinates (Å):
Eu (-0.21, -0.34, -0.06)
S (-2.90, -1.63, 0.88)
S (-0.62, -1.29, -2.98)
S (-2.54, 1.04, -1.32)
S (1.28, 2.23, 1.37)
S (-1.72, 1.05, 2.26)
S (-0.48, -3.56, -0.53)
S (1.06, -0.90, 2.72)
O (2.23, 2.07, -2.49)
O (0.63, 1.09, -1.33)
N (4.67, 2.90, -1.73)
N (2.16, -1.07, -0.74)
N (3.14, 4.49, -1.14)
N (4.95, 4.14, 0.24)
C (-0.42, -0.94, 3.81)
C (-4.01, -0.09, -1.21)
C (-1.92, -0.26, -3.79)
C (-1.26, 2.81, 2.44)
C (4.03, -0.14, -2.17)
C (5.56, 1.79, -1.45)
C (0.22, 3.11, 2.58)
C (2.51, -0.27, -1.96)
C (-3.24, -3.19, -0.04)
C (-0.57, -3.97, -2.32)
C (-1.34, -2.98, -3.18)
C (2.07, 0.45, 3.47)
C (-4.22, -0.54, 0.22)
C (1.76, 1.10, -1.93)
C (-1.25, 0.33, 3.88)
C (-2.09, -4.17, 0.10)
C (2.54, 1.51, 2.49)
C (-2.13, 1.07, -3.10)
C (4.77, 0.55, -1.01)
C (4.28, 3.85, -0.88)
H (-3.84, -0.93, -1.88)
H (5.91, 3.84, 0.34)
H (-1.58, -0.07, -4.81)
H (4.45, -1.14, -2.32)
H (1.48, 0.89, 4.27)
H (2.86, -0.84, -0.02)
H (2.89, 5.34, -0.67)
H (3.00, 2.33, 3.05)
H (-3.44, -2.94, -1.08)
H (-4.23, 0.31, 0.90)
H (-1.23, -3.26, -4.23)
H (6.11, 1.56, -2.37)
H (4.04, 0.87, -0.24)
H (-2.32, -5.10, -0.43)
H (-5.16, -1.08, 0.32)
H (0.47, -4.03, -2.65)
H (-1.01, -1.76, 3.42)
H (-2.92, 1.62, -3.62)
H (0.36, 4.18, 2.42)
H (3.30, 1.10, 1.81)
H (-2.83, -0.86, -3.84)
H (2.10, -0.80, -2.83)
H (-4.89, 0.47, -1.54)
H (-1.67, 3.27, 1.53)
H (2.33, -2.06, -0.96)
H (6.29, 2.07, -0.69)
H (-4.14, -3.64, 0.40)
H (-0.76, 1.11, 4.45)
H (2.58, 4.19, -1.92)
H (5.47, -0.14, -0.54)
H (-1.91, -4.39, 1.15)
H (-1.22, 1.67, -3.13)
H (4.70, 4.94, 0.78)
H (0.59, 2.87, 3.57)
H (-1.01, -4.97, -2.41)
H (2.94, -0.03, 3.91)
H (-0.09, -1.21, 4.82)
H (4.19, 0.41, -3.10)
H (-2.40, -2.95, -2.92)
H (3.98, 2.69, -2.46)
H (-2.19, 0.08, 4.38)
H (-1.81, 3.20, 3.30)

- ΔE to the lowest compared entry with this formula, charge and spin: 23.26 kJ/mol
- 2S+1: 8
- LUMO level (alpha / beta): -4.143 / -4.143 eV
- Orbital gap (alpha / beta): 7.27 / 9.38 eV
- ⟨S²⟩: 15.76
- Net charge: +2
- E_HOMO (alpha / beta): -0.420 / -0.497 Eh

***

(5)
ORCA calculation (ωB97M-V/def2-TZVPD) on a 7-piece molecular cluster, C20H42N2O19S2 overall at a distorted geometry.

Cartesian coordinates (Å):
S (-1.94, -4.01, 2.12)
S (-1.58, 0.42, 4.54)
O (8.27, -0.69, -3.71)
O (-0.23, 1.29, 4.72)
O (0.75, 0.78, 0.40)
O (-5.31, -0.56, -2.64)
O (-0.36, -3.76, 1.98)
O (-1.55, -2.43, -3.67)
O (1.81, -0.36, -1.27)
O (-3.45, -2.01, -4.92)
O (5.96, 5.19, -0.96)
O (-2.60, -2.92, 1.54)
O (-1.09, -0.95, 4.40)
O (6.47, -0.41, -2.31)
O (0.67, 1.41, -1.59)
O (3.87, 4.98, -0.01)
O (-2.49, 1.00, 3.64)
O (-1.58, -0.77, -5.13)
O (6.01, -1.16, -4.31)
O (-2.13, -4.16, 3.44)
O (4.50, 3.55, -1.60)
N (-3.31, 1.29, -0.06)
N (0.90, 0.49, -0.89)
C (-0.24, -0.72, -4.47)
C (-2.22, -5.50, 1.13)
C (-0.19, -2.01, -3.64)
C (0.21, -2.58, 1.46)
C (1.93, 2.05, 4.11)
C (4.77, 4.57, -0.84)
C (4.71, -0.98, -3.61)
C (-4.10, -0.01, -2.08)
C (-2.21, 0.41, 6.20)
C (-2.34, -1.71, -4.48)
C (5.16, -0.56, -2.27)
C (-2.31, 2.09, -0.78)
C (-2.68, 0.10, 0.47)
C (2.74, 4.12, -0.04)
C (6.99, -0.74, -3.42)
C (1.81, -2.64, 1.56)
C (0.67, 1.32, 3.64)
C (-3.78, 2.13, 1.12)
C (3.20, 3.11, -1.21)
C (-4.50, 1.02, -0.94)
H (4.20, -1.90, -3.72)
H (-0.34, 0.12, -3.73)
H (-3.33, -5.86, 1.19)
H (4.77, -1.36, -1.49)
H (-0.07, -2.56, 0.43)
H (4.55, 0.45, -1.97)
H (-1.84, 0.54, 1.23)
H (1.90, 4.81, -0.34)
H (-5.31, 0.47, -0.29)
H (-3.52, 0.63, -2.85)
H (-1.74, -5.65, 0.22)
H (-2.65, 3.01, -1.06)
H (-1.96, 1.53, -1.72)
H (-2.78, 2.68, 1.49)
H (1.92, 3.17, 4.01)
H (0.33, 1.74, 2.89)
H (-5.83, -1.08, -1.87)
H (0.97, 0.52, 3.20)
H (2.46, 3.72, 0.95)
H (2.55, 3.05, -2.02)
H (-5.07, 1.77, -1.38)
H (-2.54, 1.39, 6.46)
H (0.71, -0.49, -5.21)
H (0.42, -2.72, -4.20)
H (-1.55, -0.01, 7.00)
H (-3.53, -0.73, -1.79)
H (0.02, -1.71, 1.84)
H (-4.63, 2.98, 0.81)
H (-1.62, 2.59, -0.10)
H (2.10, -2.74, 2.45)
H (0.15, -1.81, -2.70)
H (2.12, 2.07, 5.22)
H (2.07, -3.61, 0.91)
H (2.74, 1.78, 3.52)
H (-3.00, -0.21, 5.99)
H (4.10, -0.36, -4.05)
H (-4.30, 1.71, 1.89)
H (2.16, -1.87, 1.18)
H (3.22, 1.92, -0.83)
H (-3.16, -0.68, 1.13)
H (-1.71, -6.25, 1.80)
H (-2.19, -0.72, -0.12)

- ΔE to the lowest compared entry with this formula, charge and spin: 411.88 kJ/mol
- LUMO level: -0.440 eV
- Orbital gap: 8.82 eV
- Net charge: 0
- E_HOMO: -0.340 Eh

***

(6)
ORCA calculation (ωB97M-V/def2-TZVPD) on a 4-piece molecular cluster, C20H42N3O6 overall at a distorted geometry.

Cartesian coordinates (Å):
O (-3.10, -0.79, 3.90)
O (5.02, 0.24, 2.75)
O (-3.00, 1.21, -4.32)
O (-4.24, -0.15, 1.26)
O (-5.58, -0.16, -4.73)
O (6.03, -0.93, 5.26)
N (2.82, -1.15, -0.09)
N (1.21, 0.62, 0.87)
N (0.70, -1.73, 0.85)
C (0.78, 0.12, -4.08)
C (0.43, 1.63, -3.96)
C (-3.10, 0.88, -2.94)
C (2.41, 0.51, -2.03)
C (4.73, 0.74, 4.06)
C (-1.85, -0.31, 3.43)
C (1.80, -0.46, -3.07)
C (1.59, -0.75, 0.52)
C (-4.16, 0.14, 3.68)
C (7.11, -1.48, 4.51)
C (3.45, -0.08, -0.93)
C (-4.99, -0.26, 2.46)
C (-3.77, -1.41, 0.80)
C (-6.23, 1.04, -4.35)
C (5.87, 0.47, 5.02)
C (4.38, -1.00, 2.48)
C (2.08, 2.03, -1.93)
C (-3.19, 0.07, -5.16)
C (-4.60, 0.04, -5.74)
C (1.05, 2.61, -2.94)
H (-3.20, 1.81, -2.37)
H (0.79, 3.72, -2.87)
H (-2.47, 0.16, -5.98)
H (-4.80, 0.11, 4.57)
H (4.49, -1.70, 3.32)
H (-2.97, -0.85, -4.62)
H (5.63, 0.93, 5.99)
H (-4.81, 0.95, -6.31)
H (3.81, 0.74, -0.21)
H (2.12, -1.56, -3.05)
H (-5.83, 0.44, 2.37)
H (1.06, -2.48, 1.46)
H (-0.34, 2.05, -4.69)
H (-3.33, -2.00, 1.61)
H (3.79, 0.32, 4.43)
H (2.65, -1.96, -0.73)
H (-2.19, 0.37, -2.62)
H (6.80, 0.92, 4.67)
H (2.00, 1.27, 0.84)
H (-1.46, 0.45, 4.11)
H (-3.97, 0.25, -2.73)
H (7.09, -1.16, 3.47)
H (7.02, -2.57, 4.54)
H (-5.52, 1.86, -4.19)
H (-4.67, -0.81, -6.43)
H (0.51, 0.91, 0.15)
H (-5.41, -1.26, 2.58)
H (3.32, -0.82, 2.29)
H (4.59, 1.82, 3.96)
H (-6.95, 1.33, -5.12)
H (8.06, -1.19, 4.97)
H (4.84, -1.44, 1.60)
H (-4.59, -1.97, 0.35)
H (-6.77, 0.86, -3.42)
H (-3.01, -1.24, 0.04)
H (4.38, -0.46, -1.48)
H (-1.15, -1.15, 3.39)
H (-0.28, -1.71, 0.52)
H (0.30, -0.58, -4.85)
H (-1.93, 0.12, 2.42)
H (2.57, 2.67, -1.11)
H (-3.77, 1.15, 3.57)

- LUMO level: -4.552 eV
- Orbital gap: 6.65 eV
- Net charge: +1
- E_HOMO: -0.412 Eh